Record 1
{
  "formula": "C19H27N5O2SSn",
  "method": "ωB97M-V/def2-TZVPD",
  "elements": ["N", "C", "C", "H", "H", "H", "N", "C", "C", "H", "H", "H", "N", "C", "C", "H", "H", "H", "Sn", "C", "O", "C", "O", "C", "C", "C", "C", "C", "C", "H", "H", "H", "H", "H", "H", "C", "N", "C", "C", "S", "N", "C", "C", "H", "H", "H", "H", "H", "H", "H", "H", "H", "H", "H", "H"],
  "coordinates": [[2.47, -1.68, -3.31], [3.20, -2.25, -4.01], [4.04, -2.97, -4.96], [5.10, -2.92, -4.65], [3.94, -2.52, -5.95], [3.73, -4.02, -5.00], [-3.98, 1.38, -0.89], [-5.11, 1.16, -1.00], [-6.55, 1.00, -1.21], [-6.77, 1.29, -2.25], [-7.10, 1.67, -0.53], [-6.89, -0.04, -1.05], [1.19, 2.64, 4.12], [1.96, 2.69, 5.01], [2.88, 2.80, 6.14], [2.40, 2.40, 7.05], [3.12, 3.86, 6.35], [3.81, 2.24, 5.95], [0.38, 0.63, -0.38], [-1.62, 0.80, 2.03], [-1.81, -0.14, 2.68], [-1.29, -0.82, -2.09], [-1.58, -1.93, -2.01], [0.92, 1.86, -2.46], [2.02, 1.98, -1.60], [1.87, 2.59, -0.37], [0.64, 3.06, 0.05], [-0.50, 2.80, -0.73], [-0.34, 2.21, -1.99], [1.03, 1.41, -3.43], [2.96, 1.53, -1.88], [2.71, 2.65, 0.31], [0.54, 3.63, 0.96], [-1.45, 3.25, -0.46], [-1.22, 2.14, -2.65], [1.57, -1.38, 3.63], [0.89, -2.55, 3.06], [0.61, -3.74, 3.95], [0.87, -2.70, 1.71], [1.70, -1.59, 0.66], [0.28, -3.86, 1.23], [0.70, -4.36, -0.08], [-1.16, -4.08, 1.57], [1.49, -1.51, 4.72], [1.10, -0.43, 3.33], [2.65, -1.32, 3.36], [-0.41, -3.67, 4.36], [0.75, -4.66, 3.36], [1.34, -3.75, 4.79], [0.04, -5.22, -0.34], [0.61, -3.53, -0.84], [1.76, -4.69, 0.02], [-1.74, -3.13, 1.58], [-1.57, -4.75, 0.80], [-1.25, -4.58, 2.55]],
  "lowdin_charge": [0.080, -0.256, -0.034, 0.105, 0.109, 0.106, 0.088, -0.255, -0.039, 0.108, 0.110, 0.102, 0.078, -0.264, -0.049, 0.104, 0.109, 0.095, 1.350, 0.055, 0.059, 0.044, 0.123, -0.042, -0.065, -0.079, -0.048, -0.094, -0.126, 0.162, 0.163, 0.172, 0.164, 0.170, 0.171, -0.033, -0.095, 0.064, -0.591, 0.937, -0.160, -0.021, 0.031, 0.125, 0.074, 0.116, 0.138, 0.117, 0.135, 0.133, 0.080, 0.128, 0.119, 0.120, 0.103],
  "relative_energy_ev": 2.7260,
  "charge": 4,
  "homo_ha": [-0.75685, -0.75691],
  "lumo_ha": [-0.65409, -0.65653]
}

=====

Record 2
{
  "formula": "C19H28BCrN7Si",
  "method": "ωB97M-V/def2-TZVPD",
  "elements": ["C", "N", "N", "C", "C", "B", "N", "N", "C", "C", "C", "Cr", "N", "N", "C", "C", "C", "H", "H", "H", "H", "H", "H", "H", "H", "H", "H", "H", "C", "H", "H", "H", "C", "Si", "C", "C", "N", "C", "C", "C", "C", "C", "C", "H", "H", "H", "H", "H", "H", "H", "H", "H", "H", "H", "H", "H", "H"],
  "coordinates": [[0.65, 2.73, -0.65], [0.73, 1.46, -1.14], [1.06, 1.57, -2.49], [0.98, 2.85, -2.87], [0.74, 3.62, -1.74], [1.27, 0.30, -3.34], [2.32, -0.62, -2.67], [2.20, -0.98, -1.34], [3.28, -1.75, -1.06], [4.02, -1.96, -2.23], [3.36, -1.26, -3.23], [0.25, -0.32, -0.47], [-0.04, -0.52, -3.31], [-0.57, -0.98, -2.12], [-1.65, -1.73, -2.45], [-1.86, -1.64, -3.83], [-0.80, -0.90, -4.33], [-2.24, -2.27, -1.74], [-0.52, -0.61, -5.34], [-2.68, -2.05, -4.38], [1.61, 0.57, -4.46], [3.49, -1.18, -4.31], [1.06, 3.15, -3.92], [4.91, -2.54, -2.38], [0.63, 4.69, -1.69], [3.56, -2.10, -0.07], [0.55, 2.97, 0.40], [0.16, -2.41, 0.14], [0.76, -2.52, 1.08], [1.52, -3.28, 0.87], [1.31, -1.59, 1.33], [0.11, -2.78, 1.92], [-3.17, -1.26, 0.29], [-2.32, -0.19, 1.56], [-3.47, 1.28, 1.69], [-2.24, -1.28, 3.07], [-0.66, 0.31, 1.22], [0.03, 0.95, 2.23], [1.45, 1.14, 2.16], [2.15, 1.62, 3.27], [1.50, 1.97, 4.46], [0.11, 1.87, 4.50], [-0.62, 1.43, 3.41], [-4.17, -1.48, 0.69], [-2.66, -2.22, 0.12], [-3.31, -0.74, -0.67], [-4.45, 0.89, 2.02], [-3.17, 2.08, 2.37], [-3.61, 1.72, 0.69], [-1.70, -2.21, 2.84], [-1.75, -0.82, 3.93], [-3.26, -1.57, 3.38], [1.98, 0.93, 1.21], [3.23, 1.73, 3.21], [2.06, 2.31, 5.34], [-0.42, 2.17, 5.40], [-1.72, 1.46, 3.47]],
  "mulliken_spin": [0.031, -0.062, 0.017, 0.022, 0.010, -0.044, 0.019, -0.091, 0.012, -0.001, 0.010, 2.987, 0.032, -0.039, 0.027, 0.011, 0.035, 0.000, 0.001, 0.000, 0.000, 0.001, 0.001, 0.000, 0.000, 0.000, -0.006, -0.011, 0.038, 0.001, -0.013, -0.001, 0.008, -0.002, 0.020, 0.017, 0.363, 0.142, 0.160, -0.018, 0.230, -0.047, 0.151, 0.000, -0.002, 0.001, 0.001, -0.001, 0.001, 0.002, -0.003, 0.001, -0.013, 0.003, -0.002, 0.002, 0.001],
  "charge": 2,
  "s2": 6.066,
  "homo_ha": [-0.55544, -0.55484],
  "lumo_ha": [-0.29700, -0.33623],
  "spin_multiplicity": 5
}

=====

Record 3
{
  "formula": "C19H28BF4O2Pd",
  "method": "ωB97M-V/def2-TZVPD",
  "elements": ["O", "C", "C", "H", "H", "C", "H", "H", "C", "H", "H", "H", "C", "H", "H", "H", "Pd", "C", "C", "C", "H", "C", "C", "H", "H", "H", "H", "C", "C", "C", "H", "C", "C", "H", "H", "H", "H", "O", "C", "C", "H", "H", "C", "H", "H", "C", "H", "H", "H", "H", "F", "B", "F", "F", "F"],
  "coordinates": [[-0.88, -0.48, -2.38], [-1.18, 0.75, -3.10], [-0.47, 0.34, -4.39], [-0.73, 1.63, -2.64], [-2.27, 0.84, -3.19], [-0.37, -1.04, -3.69], [0.46, 0.90, -4.60], [-1.09, 0.36, -5.30], [1.05, -1.60, -3.56], [1.71, -0.94, -2.98], [1.52, -1.70, -4.55], [1.01, -2.62, -3.16], [-1.35, -2.06, -4.30], [-2.34, -1.62, -4.47], [-1.50, -2.92, -3.64], [-0.96, -2.47, -5.24], [-1.05, -0.96, 0.13], [-2.57, -1.04, 3.08], [-1.71, 0.09, 2.95], [-1.73, 0.53, 1.61], [-1.22, 0.60, 3.75], [-2.78, -0.27, 0.92], [-3.18, -1.31, 1.85], [-3.85, -2.12, 1.56], [-2.72, -1.55, 4.02], [-1.29, 1.45, 1.26], [-3.38, 0.19, 0.15], [0.43, -1.63, 3.11], [-0.17, -2.60, 2.29], [0.35, -2.49, 0.94], [-0.90, -3.33, 2.65], [1.28, -1.31, 0.99], [1.24, -0.78, 2.31], [1.82, 0.04, 2.73], [0.30, -1.54, 4.19], [0.36, -3.32, 0.24], [1.94, -0.98, 0.20], [2.98, 2.58, -2.04], [2.93, 1.72, -0.85], [1.54, 1.79, -0.17], [3.63, 2.07, -0.06], [3.23, 0.70, -1.18], [0.95, 3.09, -0.79], [1.68, 1.84, 0.93], [0.90, 0.90, -0.36], [1.91, 3.54, -1.95], [0.95, 3.86, -0.01], [-0.06, 2.99, -1.20], [2.40, 4.53, -1.74], [1.36, 3.66, -2.88], [1.33, 0.61, 5.48], [0.37, 0.34, 6.53], [-0.21, -0.95, 6.30], [0.98, 0.34, 7.81], [-0.65, 1.35, 6.45]],
  "mulliken_spin": [0.014, 0.007, 0.000, -0.003, 0.002, 0.003, 0.000, 0.000, 0.005, 0.000, 0.000, 0.000, -0.002, 0.000, 0.000, 0.000, 0.946, 0.287, 0.309, 0.148, 0.080, 0.291, 0.268, -0.005, -0.005, 0.035, -0.002, 0.325, 0.306, 0.369, -0.009, 0.172, 0.278, 0.009, 0.076, 0.018, 0.057, 0.000, 0.002, -0.006, 0.001, 0.001, -0.004, -0.002, 0.021, 0.001, 0.001, 0.000, 0.000, 0.000, 0.000, 0.003, 0.001, 0.000, 0.000],
  "relative_energy_ev": 0.8208,
  "charge": 1,
  "s2": 6.018,
  "homo_ha": [-0.46578, -0.46573],
  "lumo_ha": [-0.15151, -0.28968],
  "spin_multiplicity": 5
}

=====

Record 4
{
  "formula": "C19H28Br2FN6O5",
  "method": "ωB97M-V/def2-TZVPD",
  "elements": ["C", "C", "C", "C", "C", "C", "C", "N", "C", "C", "O", "O", "C", "C", "O", "F", "C", "C", "Br", "C", "C", "Br", "C", "N", "C", "H", "H", "H", "H", "H", "H", "H", "H", "H", "H", "H", "H", "H", "H", "H", "H", "H", "H", "H", "H", "C", "O", "N", "N", "H", "H", "H", "H", "C", "O", "N", "N", "H", "H", "H", "H"],
  "coordinates": [[-2.67, -1.95, 2.25], [-1.73, -1.69, 1.34], [-2.04, -0.94, 0.05], [-1.47, 0.45, 0.06], [-0.28, 0.74, -0.61], [0.50, -0.29, -1.38], [1.71, -0.74, -0.59], [1.87, -0.46, 0.63], [0.18, 2.06, -0.59], [1.46, 2.29, -1.37], [2.51, 2.28, -0.84], [1.37, 2.39, -2.74], [0.83, 3.60, -3.23], [-0.69, 3.46, -3.34], [-1.21, 2.51, -3.77], [-1.40, 4.50, -2.88], [-0.50, 3.08, 0.09], [-0.05, 4.54, 0.13], [-1.20, 5.60, 1.32], [1.42, 4.77, 0.54], [1.70, 6.26, 0.82], [1.89, 3.74, 2.10], [-1.66, 2.70, 0.73], [-2.12, 1.43, 0.72], [-3.38, 1.16, 1.44], [-2.38, -1.96, 3.30], [-3.70, -2.18, 1.99], [-0.72, -2.07, 1.49], [-3.12, -0.94, -0.08], [-1.65, -1.50, -0.79], [0.87, 0.15, -2.31], [-0.06, -1.17, -1.67], [2.43, -1.34, -1.15], [2.75, -0.86, 0.94], [1.15, 4.48, -2.68], [1.21, 3.72, -4.24], [-0.19, 4.99, -0.85], [2.07, 4.54, -0.30], [1.55, 6.51, 1.86], [2.77, 6.40, 0.62], [1.18, 6.91, 0.13], [-2.26, 3.40, 1.27], [-3.20, 0.57, 2.33], [-4.10, 0.71, 0.77], [-3.77, 2.12, 1.76], [3.93, -4.15, -1.10], [2.72, -4.29, -0.99], [4.74, -3.90, -0.03], [4.57, -4.21, -2.31], [5.73, -3.78, -0.09], [4.30, -3.85, 0.87], [4.01, -4.40, -3.12], [5.56, -4.10, -2.41], [-3.06, -6.09, 2.13], [-3.94, -5.32, 2.48], [-2.09, -5.74, 1.23], [-2.96, -7.36, 2.62], [-1.36, -6.35, 0.93], [-2.13, -4.81, 0.85], [-3.65, -7.65, 3.29], [-2.25, -8.01, 2.35]],
  "lowdin_charge": [0.014, -0.146, -0.112, -0.086, -0.063, -0.087, -0.205, 0.148, 0.008, -0.444, 0.194, 0.023, -0.046, -0.451, 0.214, 0.131, -0.170, -0.623, 0.857, -0.780, -0.192, 0.801, -0.007, 0.005, 0.050, 0.076, 0.082, 0.107, 0.121, 0.106, 0.128, 0.120, 0.119, 0.065, 0.135, 0.155, 0.079, 0.076, 0.053, 0.085, 0.077, 0.061, 0.099, 0.111, 0.103, -0.696, 0.004, 0.149, 0.153, 0.095, 0.101, 0.105, 0.096, -0.685, 0.014, 0.150, 0.151, 0.094, 0.081, 0.105, 0.094],
  "charge": 1,
  "homo_ha": -0.42954,
  "lumo_ha": -0.14081
}